Molecular formula: C7H12N2O
Method: DFT, ωB97M-V with the def2-TZVPD basis set

```
22
Properties=species:S:1:pos:R:3
C -1.33978 -1.49191 -0.68237
C 0.57552 2.14940 1.10589
C 0.86754 2.08196 -0.44172
C 0.08359 0.92569 0.23589
C 0.51062 -0.49866 0.39255
C -1.73148 -2.06265 -2.01355
C 1.86036 -0.94035 0.92231
N -0.04036 -1.42508 -0.40149
N -2.05863 -0.58017 1.30529
O -2.33046 -1.28092 0.19927
H 1.42950 2.04811 1.74991
H -0.18292 2.83952 1.37469
H 0.35346 2.47135 -1.34851
H 1.98488 1.95984 -0.74557
H -0.99726 0.98991 0.24320
H -2.13875 -3.04189 -1.77843
H -0.87986 -2.17686 -2.62258
H -2.52260 -1.50884 -2.44276
H 1.86010 -0.79740 2.00132
H 2.74106 -0.40386 0.49555
H 1.86991 -1.99898 0.69951
H -2.63925 -1.00580 2.06544
```

Summary:
* charge: 0
* gap between HOMO and LUMO (alpha / beta): 7.430 / 7.491 eV